1.
A structure of composition C33H42ClN5O3S7SiTi. Source: the Open Molecules 2025 dataset; level of theory: ωB97M-V/def2-TZVPD.

Results
LUMO energy (alpha / beta)	3.7793 / 3.7792	eV
relative energy (zero: lowest compared OMol25 entry of this formula, charge and spin)	0.000	eV
charge	-2
HOMO energy (alpha / beta)	-1.426 / -1.424	eV

```
93
Properties=species:S:1:pos:R:3:lowdin_charge:R:1
Ti 0.79553 2.00546 -1.38042 0.212
C -1.75260 -2.16617 -1.00990 -0.020
C -1.61538 -1.94948 0.49313 -0.625
C -2.97056 -2.10991 1.17594 -0.034
C -0.61483 -2.94312 1.07689 -0.022
O -1.15667 -0.60481 0.64208 -0.146
Si -0.60021 0.29228 1.89660 -0.085
S 0.26674 2.03178 1.16062 0.420
O -1.82050 0.56794 2.99847 -0.165
C -2.87578 1.51208 3.11512 -0.651
C -3.68438 1.54916 1.82522 -0.020
C -3.75028 1.02389 4.26683 -0.037
C -2.31236 2.89278 3.43928 -0.041
O 0.38659 -0.70147 2.77159 -0.148
C 0.86634 -0.63380 4.10740 -0.644
C 1.34254 0.77788 4.43687 -0.037
C 2.02974 -1.61694 4.19131 -0.030
C -0.22658 -1.07646 5.08242 -0.030
H -2.16235 -3.15850 -1.21870 0.084
H -0.78928 -2.05903 -1.50851 0.072
H -2.42790 -1.41666 -1.42689 0.070
H -3.33304 -3.13434 1.05525 0.082
H -3.69865 -1.43054 0.72876 0.073
H -2.88834 -1.88425 2.24140 0.080
H -0.88811 -3.95654 0.76985 0.086
H -0.60148 -2.89244 2.16624 0.072
H 0.38837 -2.72176 0.71275 0.074
H -4.08464 0.56073 1.60476 0.074
H -3.03485 1.84370 1.00222 0.057
H -4.50992 2.26235 1.89653 0.088
H -4.16795 0.04267 4.03110 0.081
H -4.57066 1.72230 4.44932 0.081
H -3.15534 0.93669 5.17803 0.077
H -1.64288 3.22355 2.64573 0.031
H -1.74650 2.85336 4.37344 0.083
H -3.12348 3.61747 3.55173 0.083
H 2.05109 1.11771 3.68056 0.080
H 1.82446 0.79568 5.41840 0.083
H 0.50424 1.47819 4.44434 0.070
H 2.86258 -1.27874 3.57833 0.057
H 1.71235 -2.59202 3.81700 0.087
H 2.36285 -1.72289 5.22757 0.080
H -1.10918 -0.45018 4.97493 0.060
H 0.14254 -1.01340 6.10987 0.080
H -0.50869 -2.11271 4.87833 0.084
S 5.10484 8.06316 -2.12644 0.397
C 4.12897 6.72788 -1.94776 -1.545
S 2.41308 6.78340 -1.99668 0.885
C 2.09628 5.08407 -1.74278 -1.130
C 3.18786 4.30519 -1.60252 -1.116
S 3.12681 2.58873 -1.35959 0.608
S 4.72227 5.13449 -1.70272 0.889
S 0.47944 4.47812 -1.64999 0.544
S 0.34400 1.83206 -3.65412 0.618
C 0.47047 0.06319 -3.75531 -0.866
N 0.01524 -0.46234 -4.88192 -0.058
N 0.07167 -1.87804 -4.87495 -0.046
C 1.20363 -2.58400 -5.15641 -0.281
C 1.11681 -3.95846 -5.45195 -0.066
C 2.25100 -4.70289 -5.72019 -0.145
C 3.51096 -4.11370 -5.70430 -0.153
C 3.60007 -2.75533 -5.41260 -0.113
C 2.47822 -1.99179 -5.14398 -0.034
N 1.02328 -0.60875 -2.76199 -0.049
N 1.29090 0.12675 -1.61317 -0.195
C 2.09290 -0.67399 -0.74633 -0.260
C 2.78071 -0.12027 0.33707 -0.108
C 3.62491 -0.89400 1.11650 -0.114
C 3.79002 -2.24844 0.87180 -0.123
C 3.09389 -2.81522 -0.18781 -0.108
C 2.26708 -2.04638 -0.99026 -0.047
H -0.78271 -2.28409 -5.21624 0.109
H 0.14045 -4.43411 -5.45255 0.092
H 2.14911 -5.76079 -5.93985 0.083
H 4.40023 -4.69958 -5.90210 0.075
H 4.57248 -2.27608 -5.38393 0.093
H 2.56297 -0.94244 -4.90360 0.095
H 2.67776 0.92613 0.57378 0.002
H 4.16563 -0.41448 1.92460 0.097
H 4.45022 -2.84804 1.48807 0.087
H 3.20489 -3.87107 -0.40997 0.093
H 1.76772 -2.48350 -1.83990 0.094
Cl -4.25658 4.96819 -0.08402 0.653
C -3.56087 3.57888 -0.86685 -0.655
C -4.35649 2.70959 -1.58578 -0.097
C -3.74804 1.60369 -2.15404 -0.038
C -2.37934 1.44287 -2.01622 -0.139
N -1.62476 2.28616 -1.31242 -0.047
C -2.20973 3.32307 -0.71644 -0.260
H -5.41811 2.89248 -1.68717 0.104
H -4.32002 0.88371 -2.72271 0.108
H -1.85426 0.62940 -2.49905 0.087
H -1.57853 3.95511 -0.10698 0.052
```



2.
An isolated molecule of C3H5NO2S2. Source: the Open Molecules 2025 dataset; level of theory: ωB97M-V/def2-TZVPD.

Results
LUMO energy	-0.1391	eV
relative energy (zero: lowest compared OMol25 entry of this formula, charge and spin)	2.553	eV
charge	0
HOMO energy	-9.225	eV

```
13
Properties=species:S:1:pos:R:3:lowdin_charge:R:1
C -0.19475 0.12752 2.19067 -0.418
S -0.91081 1.01968 0.85987 0.988
C -0.20758 0.30210 -0.55181 -0.623
N 0.04543 -0.90792 -0.86190 0.009
O -0.16883 -1.80657 0.24428 -0.079
C -0.06035 1.25602 -1.68315 -0.795
O -0.51196 2.37219 -1.62791 -0.009
S 0.75420 0.73855 -3.19279 0.841
H -0.33548 0.75119 3.07472 0.039
H 0.88315 0.07185 2.01698 0.055
H -0.68434 -0.79995 2.41096 0.028
H 0.26399 -2.63504 -0.04636 0.109
H 1.12732 -0.48961 -2.83354 -0.145
```



3.
A cluster of 15 separate species, C24H78O27 in total. Source: the Open Molecules 2025 dataset; level of theory: ωB97M-V/def2-TZVPD.

Results
LUMO energy	0.0456	eV
relative energy (zero: lowest compared OMol25 entry of this formula, charge and spin)	8.443	eV
charge	0
HOMO energy	-9.655	eV

```
129
Properties=species:S:1:pos:R:3:lowdin_charge:R:1
O 26.12710 -32.39560 16.23287 -0.050
H 26.19844 -31.76118 16.94607 0.015
H 27.00653 -32.76454 16.15099 0.023
O 29.27802 -23.20454 10.91906 -0.045
H 28.89263 -22.79120 11.69162 0.029
H 28.54983 -23.66982 10.50738 0.024
O 34.34289 -27.55094 16.97921 -0.053
H 35.14430 -28.07403 16.96022 0.025
H 33.76781 -28.01496 17.58766 0.015
C 24.66893 -35.04008 11.22795 -0.265
C 25.31796 -33.74904 10.66681 -0.228
O 24.35714 -32.73187 10.48950 -0.074
O 23.45031 -35.44317 10.70233 -0.055
H 24.38123 -34.88019 12.26708 0.114
H 25.36560 -35.87712 11.27384 0.109
H 25.85873 -33.87246 9.72851 0.115
H 25.86252 -33.28998 11.49193 0.117
H 24.66720 -32.03250 11.06946 0.080
H 23.31583 -35.14663 9.79922 0.088
C 26.72875 -31.75693 21.95717 -0.256
C 26.88169 -32.49724 20.60533 -0.166
O 27.74381 -31.69369 19.69716 -0.095
O 25.96457 -30.55447 21.88634 -0.069
H 27.66826 -31.43788 22.40841 0.112
H 26.38295 -32.34810 22.80514 0.111
H 25.87505 -32.50125 20.18729 0.113
H 27.26120 -33.50491 20.77470 0.112
H 28.69297 -31.74383 19.83201 0.071
H 25.06602 -30.85095 21.72414 0.075
C 33.52486 -23.64232 13.14808 -0.247
C 32.65822 -23.37135 14.37781 -0.243
O 31.74346 -22.33020 14.09155 -0.069
O 32.77567 -24.11888 12.03792 -0.058
H 34.18332 -24.47692 13.38888 0.111
H 34.21928 -22.83665 12.90985 0.113
H 33.21535 -23.32039 15.31328 0.122
H 31.96988 -24.20701 14.50413 0.116
H 31.61496 -21.80279 14.88333 0.084
H 31.89483 -23.78234 12.21811 0.059
C 21.43428 -28.51011 18.81082 -0.200
C 22.30789 -29.74269 18.72847 -0.246
O 22.16078 -30.54392 19.89922 -0.094
O 21.72987 -27.78941 20.04979 -0.073
H 20.37882 -28.77852 18.76539 0.119
H 21.79872 -27.91701 17.97207 0.115
H 23.38775 -29.59866 18.69280 0.120
H 22.08670 -30.47585 17.95282 0.120
H 21.46134 -31.15570 19.65816 0.084
H 21.89689 -28.45492 20.72121 0.061
C 30.50855 -28.36306 7.90283 -0.268
C 31.62752 -29.38666 7.88499 -0.269
O 32.56440 -29.17605 8.89492 -0.069
O 29.80830 -28.49270 6.69683 -0.056
H 30.78368 -27.31521 8.02292 0.124
H 29.89854 -28.49578 8.79635 0.120
H 32.18636 -29.28401 6.95481 0.117
H 31.35127 -30.43836 7.96066 0.126
H 32.89307 -28.27411 8.90351 0.088
H 29.15411 -29.16291 6.90768 0.087
C 29.31130 -27.21524 21.22808 -0.244
C 30.39071 -26.22829 20.81780 -0.253
O 30.24697 -26.01447 19.43516 -0.066
O 27.99594 -26.62479 21.22624 -0.066
H 29.44267 -27.48417 22.27619 0.116
H 29.44864 -28.02729 20.51407 0.119
H 31.39970 -26.60369 20.98841 0.120
H 30.25148 -25.32762 21.41572 0.115
H 29.35463 -26.17677 19.12055 0.077
H 27.40478 -27.38066 21.25477 0.078
C 31.11372 -34.59328 14.15925 -0.175
C 32.17932 -33.51847 13.71236 -0.228
O 32.74707 -32.74997 14.77474 -0.065
O 30.00694 -33.94354 14.89906 -0.112
H 31.46939 -35.13970 15.03276 0.106
H 30.73901 -35.31818 13.43660 0.111
H 31.66413 -32.79329 13.08244 0.110
H 32.89207 -33.95599 13.01332 0.112
H 33.55021 -32.37772 14.40328 0.081
H 29.45631 -34.67558 15.18631 0.064
C 28.09127 -27.84145 13.65835 -0.221
C 28.53111 -28.51481 14.99569 -0.223
O 27.69147 -28.12493 16.07440 -0.077
O 27.31073 -28.82268 12.98312 -0.079
H 28.91228 -27.51212 13.02148 0.112
H 27.56273 -26.90497 13.83646 0.113
H 29.57786 -28.23822 15.12184 0.109
H 28.38244 -29.58937 14.88930 0.117
H 27.50975 -28.90350 16.60581 0.072
H 26.44472 -28.72668 13.38614 0.078
C 20.36797 -28.95865 13.86816 -0.300
C 21.75226 -28.88767 13.20764 -0.243
O 22.84680 -29.03157 14.09575 -0.054
O 20.20971 -30.06461 14.65170 -0.039
H 19.57692 -28.78657 13.13827 0.112
H 20.08417 -28.08602 14.45644 0.111
H 21.84757 -27.92252 12.71015 0.117
H 21.72158 -29.58942 12.37415 0.121
H 22.92212 -28.14453 14.45503 0.086
H 20.91378 -30.69423 14.48001 0.090
C 34.59317 -31.29577 20.35187 -0.276
C 33.08186 -31.46695 19.82072 -0.193
O 32.90587 -30.63780 18.66172 -0.095
O 35.43092 -32.01297 19.54520 -0.042
H 34.43520 -31.78547 21.31279 0.102
H 34.78289 -30.23473 20.51400 0.118
H 32.46116 -30.97689 20.57083 0.106
H 32.83131 -32.49274 19.55042 0.118
H 32.96121 -31.10643 17.82570 0.078
H 36.33784 -31.89315 19.83632 0.094
C 24.95454 -25.57319 8.73175 -0.223
C 23.73872 -26.52261 8.58672 -0.264
O 22.55495 -25.94900 9.02678 -0.050
O 25.19164 -25.09300 10.07282 -0.072
H 24.85055 -24.70014 8.08748 0.115
H 25.85539 -26.12463 8.46252 0.117
H 23.91260 -27.41428 9.18905 0.119
H 23.73709 -26.79745 7.53195 0.113
H 22.66892 -24.99579 9.02561 0.079
H 24.41215 -24.58918 10.31813 0.068
C 27.08528 -22.95101 15.99001 -0.232
C 25.94711 -23.28441 16.92306 -0.268
O 25.09266 -24.31429 16.45047 -0.046
O 26.63457 -22.20158 14.85345 -0.083
H 27.63717 -23.83551 15.67192 0.126
H 27.63949 -22.25492 16.61962 0.109
H 25.29260 -22.41500 16.86109 0.114
H 26.33268 -23.22636 17.94093 0.120
H 25.45772 -25.11357 16.83709 0.080
H 26.11227 -21.40760 14.98907 0.080
```



4.
A cluster of 5 separate species, C18H48N5O8 in total. Source: the Open Molecules 2025 dataset; level of theory: ωB97M-V/def2-TZVPD.

Results
LUMO energy	2.5239	eV
relative energy (zero: lowest compared OMol25 entry of this formula, charge and spin)	2.089	eV
charge	-1
HOMO energy	-4.239	eV

```
79
Properties=species:S:1:pos:R:3:lowdin_charge:R:1
N 1.43001 -0.05727 0.72818 -0.720
O 2.31479 -0.88727 0.88109 -0.058
O 0.71728 0.33055 1.59527 -0.048
O 1.36609 0.34815 -0.38918 -0.043
C -0.88579 -1.28741 -4.26911 -0.108
O 0.34016 -0.57224 -4.15121 -0.189
C 0.24885 0.80140 -4.66567 -0.181
C 1.33077 1.57757 -3.82962 -0.237
N 2.61481 0.97083 -4.00395 -0.029
C 3.63445 2.01859 -3.68477 -0.165
C 4.98952 1.19733 -3.29374 -0.153
O 4.78700 0.27638 -2.12057 -0.190
C 4.93025 1.00396 -0.92004 -0.139
H -0.66677 -2.30533 -3.94668 0.090
H -1.09424 -1.34608 -5.33738 0.080
H -1.73396 -0.92354 -3.68919 0.056
H -0.75931 1.21380 -4.62503 0.088
H 0.30922 0.79598 -5.75399 0.104
H 0.98280 1.61561 -2.79735 0.100
H 1.15759 2.64064 -3.99689 0.105
H 2.70367 0.68170 -4.96759 0.106
H 3.38350 2.51897 -2.74949 0.101
H 3.86557 2.75667 -4.45284 0.100
H 5.82808 1.85932 -3.07770 0.088
H 5.30036 0.66522 -4.19283 0.095
H 4.93553 0.29265 -0.09414 0.085
H 4.04011 1.58253 -0.67305 0.077
H 5.87550 1.54375 -0.97694 0.075
C -1.49192 -1.69991 3.38317 -0.049
C -2.84637 -2.02757 2.66612 -0.423
C -3.15250 -3.58015 2.66810 -0.192
O -3.95682 -3.77434 1.49926 -0.208
C -4.41172 -5.14306 1.42035 -0.100
N -4.01670 -1.38853 3.18766 0.036
H -1.50761 -2.28009 4.30580 0.063
H -1.38259 -0.68247 3.75862 0.068
H -0.64831 -2.04000 2.78254 0.081
H -2.70919 -1.80595 1.60774 0.102
H -3.64081 -3.90533 3.58674 0.119
H -2.22320 -4.14003 2.56300 0.118
H -3.52228 -5.76924 1.49031 0.082
H -4.95621 -5.32739 0.49425 0.080
H -5.12430 -5.37448 2.21205 0.078
H -4.14726 -0.40366 3.00576 0.068
H -4.78656 -1.83179 2.70710 0.061
C -3.30997 0.42427 -0.09242 -0.033
C -3.03133 0.66748 -1.62975 -0.444
C -4.28904 1.08480 -2.38291 -0.239
O -5.41494 0.27913 -2.13868 -0.177
C -5.33475 -0.94333 -2.92957 -0.073
N -1.90625 1.56092 -1.83940 0.072
H -4.09640 -0.32250 0.01695 0.064
H -3.70827 1.27317 0.46331 0.076
H -2.42044 -0.00746 0.36633 0.067
H -2.76332 -0.33795 -1.95437 0.097
H -4.09623 1.33491 -3.42615 0.122
H -4.46998 2.02306 -1.85847 0.123
H -6.00219 -0.84672 -3.78590 0.078
H -5.71425 -1.80903 -2.38676 0.081
H -4.30652 -1.15463 -3.22315 0.071
H -1.08703 1.14630 -1.41862 0.064
H -1.73680 1.57190 -2.83502 0.035
C 3.85524 0.12506 5.20578 -0.088
C 2.74970 0.83011 4.45646 -0.434
C 3.12227 1.78247 3.31277 -0.135
O 4.16633 2.72892 3.68951 -0.185
C 4.38814 3.85652 2.89127 -0.150
N 1.82065 -0.25356 4.10950 0.043
H 4.39781 0.82026 5.84643 0.066
H 4.54772 -0.34926 4.51037 0.080
H 3.56669 -0.67000 5.89332 0.066
H 2.30854 1.44532 5.24067 0.119
H 2.16242 2.27175 3.14732 0.124
H 3.56591 1.21488 2.49476 0.126
H 3.50820 4.18717 2.33948 0.076
H 5.05761 3.83405 2.03139 0.073
H 4.64044 4.72980 3.49280 0.077
H 1.39674 -0.74614 4.88266 0.062
H 1.01197 0.11009 3.62587 0.024
```